(1)
{"formula": "C17H21NO2", "method": "wB97M-V/def2-TZVPD", "lumo_ev": -0.6, "gap_ev": 5.2, "max_force_ev_per_a": 2.16, "e_above_lowest_ev": 4.055, "symbols": ["C", "O", "C", "C", "C", "C", "C", "N", "C", "C", "C", "C", "H", "H", "H", "H", "H", "H", "H", "H", "H", "H", "H", "H", "H", "H", "C", "C", "C", "C", "C", "C", "O", "C", "H", "H", "H", "H", "H", "H", "H"], "positions_angstrom": [[4.32, -1.31, 2.87], [3.64, -0.07, 3.17], [2.32, 0.00, 2.88], [1.68, 1.23, 3.21], [0.34, 1.39, 2.98], [-0.46, 0.34, 2.47], [-1.90, 0.55, 2.36], [-2.79, -0.35, 2.69], [-4.23, -0.07, 2.47], [-2.42, -1.51, 3.51], [0.18, -0.88, 2.14], [1.54, -1.06, 2.33], [5.35, -1.13, 3.16], [3.89, -2.14, 3.46], [4.25, -1.55, 1.80], [2.31, 2.00, 3.63], [-0.13, 2.35, 3.20], [-2.28, 1.58, 2.26], [-4.81, -0.91, 2.86], [-4.54, 0.85, 2.98], [-4.42, 0.06, 1.40], [-3.32, -1.85, 4.06], [-2.06, -2.34, 2.89], [-1.64, -1.24, 4.23], [-0.38, -1.71, 1.69], [2.03, -2.00, 2.07], [-3.43, 6.16, -0.36], [-2.71, 4.90, -0.77], [-1.70, 5.00, -1.72], [-1.05, 3.85, -2.17], [-1.33, 2.61, -1.62], [-2.22, 2.48, -0.46], [-2.24, 1.43, 0.25], [-3.03, 3.66, -0.22], [-4.27, 5.93, 0.31], [-2.76, 6.85, 0.17], [-3.82, 6.71, -1.23], [-1.46, 5.98, -2.14], [-0.30, 3.92, -2.96], [-0.86, 1.69, -1.99], [-3.87, 3.57, 0.46]]}

***

(2)
{"formula": "C27H28ClMnNO3P2", "method": "wB97M-V/def2-TZVPD", "lumo_ev": [-5.7, -5.3], "gap_ev": [4.5, 5.3], "max_force_ev_per_a": 8.56, "e_above_lowest_ev": 3.443, "multiplicity": 5, "charge": 1, "symbols": ["C", "C", "C", "C", "C", "C", "C", "C", "C", "C", "C", "C", "C", "H", "H", "H", "H", "H", "H", "H", "N", "Mn", "C", "H", "H", "C", "H", "H", "P", "P", "C", "H", "H", "H", "C", "H", "H", "H", "C", "H", "H", "H", "C", "H", "H", "H", "C", "O", "H", "Cl", "C", "C", "C", "C", "C", "C", "C", "O", "O", "H", "H", "H", "H"], "positions_angstrom": [[2.58, -2.71, -2.98], [1.54, -1.80, -2.79], [0.24, -2.25, -2.60], [-0.02, -3.66, -2.61], [1.05, -4.55, -2.82], [2.34, -4.08, -2.98], [-1.33, -4.05, -2.27], [-2.40, -3.16, -2.13], [-2.08, -1.77, -2.18], [-3.08, -0.82, -1.94], [-4.38, -1.22, -1.63], [-4.70, -2.58, -1.58], [-3.74, -3.52, -1.85], [3.59, -2.33, -3.11], [0.81, -5.60, -2.77], [3.16, -4.76, -3.13], [-1.54, -5.09, -2.17], [-5.11, -0.45, -1.41], [-5.71, -2.85, -1.33], [-3.93, -4.58, -1.79], [-0.71, -1.39, -1.97], [-0.12, -0.26, 0.33], [1.80, -0.32, -2.58], [0.96, 0.25, -3.01], [2.78, -0.08, -3.04], [-2.66, 0.64, -1.84], [-1.86, 0.83, -2.58], [-3.56, 1.27, -1.99], [1.74, 0.21, -0.81], [-1.80, 1.10, -0.28], [-3.24, 1.19, 0.83], [-2.82, 1.57, 1.78], [-3.99, 1.88, 0.42], [-3.66, 0.19, 0.95], [-1.41, 2.87, -0.55], [-2.32, 3.41, -0.85], [-1.03, 3.27, 0.40], [-0.63, 2.95, -1.32], [3.23, -0.62, -0.18], [4.09, -0.41, -0.83], [3.41, -0.26, 0.83], [3.03, -1.70, -0.16], [2.32, 1.94, -0.95], [2.46, 2.31, 0.07], [3.28, 1.98, -1.50], [1.57, 2.55, -1.45], [-0.86, -0.84, 1.86], [-1.47, -1.44, 2.68], [-0.53, -1.39, -0.73], [4.03, 4.05, 7.01], [2.93, 3.56, 5.78], [1.55, 3.49, 6.05], [0.70, 3.03, 5.04], [1.20, 2.54, 3.82], [2.58, 2.63, 3.57], [3.46, 3.09, 4.56], [0.24, 1.97, 2.77], [-1.01, 2.13, 2.99], [0.77, 1.37, 1.77], [1.19, 3.83, 7.01], [-0.38, 3.01, 5.17], [2.92, 2.30, 2.61], [4.53, 3.12, 4.39]]}

***

(3)
{"formula": "C4H11NOS", "method": "wB97M-V/def2-TZVPD", "smiles": "CN[C@H](CO)CS", "lumo_ev": 0.7, "gap_ev": 9.5, "max_force_ev_per_a": 2.34, "e_above_lowest_ev": 1.608, "symbols": ["C", "N", "C", "C", "S", "C", "O", "H", "H", "H", "H", "H", "H", "H", "H", "H", "H", "H"], "positions_angstrom": [[0.79, 1.23, -1.52], [-0.02, -0.01, -1.57], [-0.41, -0.59, -0.29], [0.86, -0.88, 0.57], [0.59, -1.20, 2.37], [-1.46, 0.35, 0.40], [-2.37, -0.30, 1.22], [0.87, 1.60, -2.54], [0.30, 1.97, -0.90], [1.78, 1.03, -1.11], [0.48, -0.69, -2.12], [-0.83, -1.58, -0.48], [1.49, 0.00, 0.54], [1.42, -1.74, 0.23], [1.27, -0.20, 2.91], [-0.80, 1.11, 0.86], [-2.02, 0.78, -0.42], [-1.93, -0.88, 1.84]]}